A single C5H10N2O molecule in a non-equilibrium geometry. Source: the Open Molecules 2025 dataset; level of theory: ωB97M-V/def2-TZVPD.

Each line ends with the Löwdin charge.
Cartesian coordinates (Å):
1 C -1.450 -0.283 2.705  -0.061
2 N -1.366 -1.045 1.678  -0.010
3 C -0.079 -1.180 0.885  -0.183
4 C -0.287 -0.776 -0.671  -0.141
5 C 0.798 0.288 -0.958  -0.365
6 N 1.220 0.195 -2.403  0.035
7 C 0.390 1.774 -0.605  -0.154
8 O -0.821 1.967 -0.581  0.027
9 H -0.968 0.500 3.185  0.044
10 H -2.329 -0.377 3.313  0.050
11 H 0.687 -0.575 1.303  0.072
12 H 0.262 -2.203 0.881  0.097
13 H -0.173 -1.685 -1.437  0.141
14 H -1.308 -0.388 -0.957  0.111
15 H 1.712 0.073 -0.307  0.138
16 H 0.579 0.397 -3.059  0.010
17 H 2.104 0.783 -2.591  0.111
18 H 1.026 2.537 -0.380  0.082

Values from the calculation:
orbital gap = 10.0 eV
LUMO energy = 0.8 eV
ΔE to the lowest compared entry with this formula, charge and spin = 82.4 kcal per mole
SMILES = C=NCC[C@@H](N)C=O